(1)
{
  "formula": "C34H39BrF5N3O8S2",
  "method": "the ωB97M-V functional and the def2-TZVPD basis",
  "symbols": ["C", "O", "C", "C", "C", "C", "C", "C", "C", "C", "C", "O", "N", "C", "C", "C", "C", "C", "C", "C", "F", "C", "O", "C", "C", "C", "C", "C", "C", "C", "C", "C", "N", "S", "O", "O", "C", "F", "F", "F", "O", "S", "O", "O", "C", "F", "Br", "H", "H", "H", "H", "H", "H", "H", "H", "H", "H", "H", "H", "H", "H", "H", "H", "H", "H", "H", "H", "H", "H", "H", "H", "H", "H", "H", "H", "H", "H", "H", "H", "H", "H", "N", "C", "C", "C", "C", "C", "H", "H", "H", "H", "H"],
  "positions_angstrom": [[0.7853, 4.5371, -5.0759], [0.0730, 5.7415, -4.5899], [-1.3376, 5.4216, -4.2943], [-1.6351, 5.2606, -2.6901], [-0.4590, 4.4358, -1.8663], [-0.6238, 2.7771, -2.0170], [-1.8459, 2.3457, -1.0230], [-1.6904, 0.8380, -0.2899], [-1.4646, -0.0108, -1.6834], [-1.9079, -1.5412, -1.8469], [-0.7704, -2.3381, -2.7833], [-0.3123, -3.5649, -2.5292], [-0.2411, -1.6747, -4.0649], [1.2699, -1.6156, -4.0808], [2.2303, -1.1874, -2.8219], [3.8520, -1.1384, -3.0576], [4.5554, -1.4927, -4.5086], [3.6104, -1.9315, -5.7952], [1.9904, -1.9824, -5.5451], [-0.3858, 0.7960, 0.7590], [0.9309, 0.6977, 0.0154], [-0.2104, 2.3136, 1.4712], [0.7863, 3.1547, 0.8052], [1.7204, 3.7890, 1.7491], [3.3254, 3.3560, 1.5780], [4.5387, 3.9834, 2.5108], [4.1478, 5.1151, 3.6611], [2.5495, 5.5301, 3.8426], [1.3356, 4.8910, 2.9030], [-0.3001, -0.3266, 1.8911], [1.2103, -0.2949, 2.6240], [2.3358, -1.2718, 1.9430], [3.4239, -1.8275, 2.6068], [-0.6306, -2.1145, 1.6242], [-2.1487, -2.5540, 1.5726], [0.0354, -2.7786, 0.3773], [-0.0975, -3.2675, 3.0654], [1.1622, -4.0328, 2.7317], [-0.0613, -2.5937, 4.3763], [-1.0895, -4.3968, 3.2659], [-1.2296, 0.0862, 2.9951], [-2.7810, 0.4528, 2.4730], [-3.8751, -0.5380, 3.0353], [-3.1517, 1.8345, 3.1458], [-3.0177, 0.5751, 0.5790], [-3.8703, -0.5893, 0.2488], [-4.4677, 2.0254, 0.5183], [0.8262, 4.6204, -6.2470], [0.2488, 3.5385, -4.7541], [1.8936, 4.4567, -4.6871], [-1.7359, 4.4824, -4.9034], [-1.9771, 6.3577, -4.6670], [-1.6403, 6.3579, -2.2364], [-2.6962, 4.7849, -2.5061], [-0.5342, 4.7819, -0.7510], [0.6394, 4.6997, -2.2412], [0.3861, 2.2261, -1.8976], [-0.9419, 2.6308, -3.1596], [-2.0358, 3.2354, -0.3217], [-2.7826, 2.3177, -1.7697], [-0.3224, 0.0187, -2.0450], [-2.0095, 0.4924, -2.6301], [-2.1211, -2.1878, -0.9193], [-2.8995, -1.6345, -2.5121], [-0.5211, -2.3561, -4.8254], [1.7515, -0.9260, -1.7865], [4.5714, -0.7989, -2.1827], [5.7165, -1.4317, -4.7067], [4.1232, -2.1717, -6.8302], [1.2959, -2.2833, -6.4486], [-1.2711, 2.8379, 1.6368], [0.1682, 2.2338, 2.6019], [3.6530, 2.5727, 0.7471], [5.6461, 3.6159, 2.3012], [5.0171, 5.5570, 4.3256], [2.3351, 6.3338, 4.6951], [0.2118, 5.2387, 3.0566], [1.7413, 0.7709, 2.5318], [1.1187, -0.4307, 3.8079], [2.2762, -1.5033, 0.7840], [3.3697, -1.5171, 3.6107], [-2.9545, -9.7920, 4.9565], [-1.7097, -9.3019, 4.7674], [-1.4463, -8.0670, 4.1966], [-2.5234, -7.2864, 3.7904], [-3.8173, -7.7647, 3.9702], [-3.9801, -9.0108, 4.5538], [-0.9027, -9.9494, 5.0976], [-0.4261, -7.7224, 4.0713], [-2.3562, -6.3134, 3.3377], [-4.6778, -7.1809, 3.6638], [-4.9703, -9.4263, 4.7189]],
  "lowdin_charge": [-0.122, -0.256, -0.230, -0.165, -0.184, -0.181, -0.217, -0.231, -0.120, -0.097, -0.254, -0.004, 0.005, -0.150, -0.014, -0.064, -0.084, -0.069, -0.025, -0.145, -0.054, -0.094, -0.165, -0.154, 0.005, -0.059, -0.067, -0.057, 0.004, -0.382, -0.081, -0.187, 0.071, 0.950, -0.322, -0.311, -0.227, 0.006, 0.022, 0.001, -0.247, 0.819, -0.312, -0.403, -0.577, -0.102, 0.847, 0.104, 0.083, 0.104, 0.128, 0.135, 0.122, 0.116, 0.101, 0.124, 0.110, 0.112, 0.079, 0.120, 0.117, 0.147, 0.092, 0.146, 0.125, 0.063, 0.084, 0.079, 0.086, 0.082, 0.147, 0.147, 0.100, 0.091, 0.085, 0.091, 0.105, 0.138, 0.157, 0.122, 0.047, 0.047, -0.155, -0.075, -0.076, -0.075, -0.156, 0.099, 0.101, 0.086, 0.101, 0.099],
  "lumo_energy_ev": -1.84,
  "homo_ev": -8.22,
  "largest_force_ev_per_a": 11.0,
  "energy_ha": -5953.6303
}

---

(2)
{
  "formula": "C22H24BrCl2N2O7PtS",
  "method": "the ωB97M-V functional and the def2-TZVPD basis",
  "symbols": ["Pt", "O", "C", "C", "C", "C", "N", "C", "C", "C", "C", "C", "C", "O", "C", "C", "N", "H", "H", "H", "H", "H", "H", "H", "H", "H", "H", "H", "H", "O", "S", "O", "O", "O", "Cl", "C", "Cl", "H", "H", "Br", "C", "C", "C", "C", "C", "C", "H", "H", "H", "H", "C", "O", "C", "C", "H", "H", "H", "H", "H", "H"],
  "positions_angstrom": [[-0.2975, 0.0699, -0.5004], [3.1874, -5.2597, 2.4690], [3.0693, -3.9901, 3.0942], [2.2236, -3.0650, 2.2693], [2.0141, -1.7484, 2.7414], [1.2594, -0.8992, 1.9746], [0.7272, -1.2597, 0.8037], [0.8657, -2.5467, 0.3399], [1.6499, -3.4577, 1.0954], [0.1833, -2.8907, -0.8580], [0.1974, -4.1831, -1.4488], [-0.5119, -4.4391, -2.5869], [-0.5640, -5.8163, -3.1805], [-1.7052, -6.5562, -2.7347], [-1.2748, -3.3930, -3.1757], [-1.2576, -2.1594, -2.5672], [-0.5658, -1.9013, -1.4612], [3.7017, -5.8305, 3.0444], [4.0566, -3.5320, 3.2295], [2.6126, -4.0897, 4.0866], [2.4362, -1.4045, 3.6756], [1.0400, 0.1097, 2.3004], [1.8001, -4.4679, 0.7478], [0.7705, -4.9778, -0.9897], [0.3090, -6.3986, -2.8854], [-0.5776, -5.7477, -4.2744], [-2.4289, -5.9300, -2.6284], [-1.8352, -3.5484, -4.0882], [-1.8160, -1.3207, -2.9702], [-0.3995, 2.3574, 0.9094], [-1.5555, 2.0431, 1.7592], [-2.1176, 3.1648, 2.4500], [-1.3888, 0.8163, 2.5143], [-2.7544, 1.6945, 0.6594], [4.0170, 0.7488, 0.0273], [2.9139, 1.8692, 0.8395], [3.3203, 2.0682, 2.5570], [1.8984, 1.4961, 0.7662], [3.0038, 2.8361, 0.3611], [3.6829, 2.9120, -5.1780], [2.5678, 2.1039, -3.8590], [2.3484, 0.7386, -3.9001], [1.5322, 0.1600, -2.9355], [0.9366, 0.9221, -1.9293], [1.1808, 2.2979, -1.9243], [1.9923, 2.8961, -2.8828], [2.8099, 0.1351, -4.6706], [1.3689, -0.9112, -2.9682], [0.7347, 2.9199, -1.1550], [2.1737, 3.9629, -2.8664], [-2.6519, 2.1381, -1.9369], [-2.9795, 0.8423, -1.4330], [-2.5619, 0.5817, -0.1481], [-3.1912, -0.6771, 0.3783], [-2.5976, 2.0457, -3.0200], [-1.6919, 2.4791, -1.5494], [-3.4234, 2.8559, -1.6576], [-4.2754, -0.5279, 0.4462], [-2.8002, -0.8779, 1.3736], [-2.9848, -1.5171, -0.2818]],
  "lowdin_charge": [1.231, -0.065, -0.218, -0.205, -0.033, -0.154, -0.049, -0.201, 0.034, -0.214, 0.028, -0.230, -0.224, -0.066, -0.050, -0.155, -0.053, 0.082, 0.126, 0.126, 0.108, 0.084, 0.102, 0.110, 0.114, 0.112, 0.079, 0.099, 0.112, -0.387, 0.418, -0.292, -0.323, -0.192, 0.526, -1.026, 0.513, -0.040, 0.024, 0.673, -0.703, -0.145, -0.124, -0.300, -0.157, -0.143, 0.094, 0.086, 0.080, 0.096, -0.063, -0.128, -0.574, -0.026, 0.091, 0.064, 0.093, 0.093, 0.076, 0.065],
  "spin_multiplicity": 5,
  "total_charge": -1,
  "lumo_energy_ev": [2.27, 1.74],
  "homo_ev": [-2.84, -5.94],
  "largest_force_ev_per_a": 0.4,
  "energy_ha": -5500.8027,
  "relative_energy_kcal_mol": 0.0
}

---

(3)
{
  "formula": "C30H34BaN4O6P4Se2Te",
  "method": "the ωB97M-V functional and the def2-TZVPD basis",
  "symbols": ["Ba", "N", "C", "C", "P", "O", "O", "O", "P", "O", "O", "O", "H", "H", "H", "H", "H", "H", "H", "H", "Se", "P", "C", "C", "C", "C", "C", "C", "C", "C", "C", "C", "C", "C", "C", "C", "N", "N", "N", "P", "Se", "C", "C", "C", "C", "C", "C", "C", "C", "C", "C", "C", "C", "H", "H", "H", "H", "H", "H", "H", "H", "H", "H", "H", "H", "H", "H", "H", "H", "H", "H", "H", "H", "C", "Te", "C", "H", "H", "H", "H", "H", "H"],
  "positions_angstrom": [[0.3221, -2.6910, -1.8645], [0.9294, -6.9358, -2.7254], [-0.0251, -5.7575, -2.7838], [-1.3179, -6.2287, -3.4477], [0.7332, -4.5136, -3.9052], [2.0257, -4.0280, -2.9699], [1.1946, -5.2361, -5.1005], [-0.1679, -3.3145, -3.9533], [-0.3265, -5.4289, -0.9424], [-1.8123, -4.8275, -0.9177], [-0.2454, -6.8115, -0.3930], [0.5474, -4.3311, -0.4325], [0.8165, -7.5284, -3.5470], [0.6842, -7.4145, -1.8232], [1.9032, -6.6281, -2.6989], [-1.1171, -6.5612, -4.4685], [-2.0234, -5.4027, -3.4983], [-1.7686, -7.0463, -2.8812], [2.2767, -3.2214, -3.4561], [-2.4970, -5.4994, -0.8228], [1.4387, -0.4660, 4.1869], [1.4824, 1.1706, 2.8654], [3.0518, 2.0872, 2.8483], [3.1605, 3.2313, 2.0612], [4.3249, 3.9772, 2.0827], [5.3835, 3.5854, 2.8956], [5.2740, 2.4485, 3.6791], [4.1057, 1.6958, 3.6566], [0.3379, 2.4882, 3.3710], [0.4600, 2.9267, 4.6917], [-0.3500, 3.9427, 5.1635], [-1.2887, 4.5367, 4.3248], [-1.4061, 4.1115, 3.0134], [-0.5913, 3.0888, 2.5425], [1.3037, 0.6520, 1.1345], [0.3464, 0.1566, 0.2313], [1.0459, -0.4298, -0.7669], [2.3348, -0.3110, -0.5088], [2.5118, 0.3371, 0.6188], [-1.4339, 0.2232, 0.0279], [-2.2595, -1.1465, -1.3959], [-2.1086, -0.0797, 1.6752], [-3.1553, 0.6564, 2.2229], [-3.6463, 0.3303, 3.4761], [-3.0956, -0.7290, 4.1843], [-2.0501, -1.4604, 3.6426], [-1.5562, -1.1398, 2.3892], [-1.8191, 1.8981, -0.5485], [-3.1486, 2.2671, -0.7509], [-3.4526, 3.5292, -1.2334], [-2.4320, 4.4190, -1.5439], [-1.1083, 4.0399, -1.3847], [-0.7990, 2.7815, -0.8897], [2.3306, 3.5381, 1.4336], [4.4104, 4.8655, 1.4699], [6.2932, 4.1721, 2.9161], [6.0986, 2.1430, 4.3102], [4.0038, 0.8009, 4.2584], [1.1825, 2.4561, 5.3478], [-0.2531, 4.2753, 6.1889], [-1.9210, 5.3327, 4.6972], [-2.1255, 4.5735, 2.3477], [-0.6718, 2.7829, 1.5153], [-3.5713, 1.5003, 1.6904], [-4.4505, 0.9132, 3.9058], [-3.4716, -0.9734, 5.1694], [-1.5960, -2.2647, 4.2049], [-0.7227, -1.6997, 1.9821], [-3.9408, 1.5528, -0.5638], [-4.4859, 3.8143, -1.3822], [-2.6705, 5.4035, -1.9254], [-0.3115, 4.7240, -1.6460], [0.2359, 2.4883, -0.7625], [1.5852, 1.5438, -5.3372], [0.1875, 0.4181, -4.1766], [-0.5618, -0.6067, -5.8920], [2.2139, 0.8645, -5.9072], [2.2057, 2.1257, -4.6592], [1.0477, 2.2126, -6.0039], [-1.2241, 0.0370, -6.4641], [-1.0946, -1.4892, -5.5490], [0.2851, -0.9172, -6.4995]],
  "lowdin_charge": [1.809, 0.175, -0.507, -0.074, 0.212, -0.346, -0.258, -0.603, 0.256, -0.154, -0.286, -0.606, 0.162, 0.127, 0.159, 0.093, 0.092, 0.096, 0.066, 0.099, 0.315, 0.538, -0.359, -0.084, -0.080, -0.087, -0.077, -0.097, -0.342, -0.095, -0.074, -0.083, -0.072, -0.084, -0.413, -0.465, -0.280, -0.066, 0.000, 0.599, 0.243, -0.348, -0.082, -0.072, -0.069, -0.094, -0.122, -0.366, -0.107, -0.069, -0.074, -0.068, -0.109, 0.106, 0.101, 0.101, 0.102, 0.060, 0.095, 0.104, 0.102, 0.105, 0.064, 0.092, 0.105, 0.106, 0.105, 0.101, 0.102, 0.107, 0.105, 0.108, 0.104, -0.470, 1.117, -0.453, -0.005, -0.009, -0.005, -0.003, -0.022, 0.004],
  "lumo_energy_ev": -0.20,
  "homo_ev": -7.54,
  "largest_force_ev_per_a": 7.6,
  "energy_ha": -8296.1020,
  "relative_energy_kcal_mol": 84.0
}